# 1
{
  "formula": "C39H68NPSi3Zr",
  "method": "ωB97M-V/def2-TZVPD",
  "symbols": ["Zr", "C", "Si", "C", "C", "C", "Si", "C", "C", "C", "Si", "C", "C", "C", "C", "C", "C", "C", "N", "H", "H", "H", "H", "H", "H", "H", "H", "H", "H", "H", "H", "H", "H", "H", "H", "H", "H", "H", "H", "H", "H", "H", "H", "H", "H", "H", "H", "C", "C", "C", "C", "C", "C", "C", "H", "H", "H", "H", "H", "H", "H", "C", "C", "C", "C", "C", "C", "P", "C", "C", "C", "C", "C", "C", "C", "C", "C", "C", "C", "C", "H", "H", "H", "H", "H", "H", "H", "H", "H", "H", "H", "H", "H", "H", "H", "H", "H", "H", "H", "H", "H", "H", "H", "H", "H", "H", "H", "H", "H", "H", "H", "H", "H"],
  "xyz": [[0.043803, -0.091927, 0.044134], [1.755002, -2.648560, -1.997178], [-0.031917, -2.256093, -2.428814], [-0.050379, -0.728714, -3.525488], [-0.768389, -3.650559, -3.397437], [-0.983919, -1.840078, -0.816578], [-1.266203, -3.446833, 0.186349], [-1.698561, -3.100653, 1.970975], [-2.700532, -4.394688, -0.519613], [0.252105, -4.519605, 0.195321], [-2.628340, -0.994803, -1.148324], [-3.490791, -0.628080, 0.473295], [-3.796331, -1.629575, -2.424617], [-2.212584, 0.815759, -1.647132], [-2.991493, 1.562361, -2.511725], [-2.770472, 2.926362, -2.644257], [-1.771769, 3.535357, -1.892324], [-1.006718, 2.762794, -1.057728], [-1.212479, 1.429095, -0.939574], [2.431322, -2.207776, -2.736432], [1.928983, -3.727321, -2.009044], [2.061251, -2.290903, -1.012064], [0.699154, -0.843432, -4.317548], [0.172638, 0.205740, -3.006285], [-1.023904, -0.600821, -4.017050], [-0.190194, -3.793396, -4.317008], [-1.807880, -3.446539, -3.679733], [-0.745904, -4.593519, -2.840750], [-2.730180, -2.754752, 2.090493], [-1.037752, -2.365892, 2.426305], [-1.596388, -4.034624, 2.538763], [-3.646648, -3.852491, -0.401508], [-2.800364, -5.341221, 0.021646], [-2.572885, -4.629338, -1.580417], [1.152977, -4.007059, 0.548139], [0.472960, -4.943965, -0.790648], [0.057226, -5.359555, 0.872329], [-4.098402, -1.476292, 0.810353], [-4.159946, 0.229502, 0.353491], [-2.784533, -0.396716, 1.280384], [-4.007605, -2.691191, -2.267379], [-3.393395, -1.517707, -3.436710], [-4.743712, -1.086539, -2.362326], [-3.779639, 1.074253, -3.071665], [-3.382479, 3.516851, -3.318126], [-1.576603, 4.598099, -1.958537], [-0.222264, 3.201939, -0.454838], [2.043543, 0.457565, -0.800295], [2.066716, 1.955904, -0.979168], [1.836398, 2.524258, -2.233811], [1.842658, 3.897286, -2.412113], [2.064907, 4.745083, -1.330503], [2.323899, 4.197696, -0.079899], [2.336799, 2.816195, 0.086776], [2.853211, 0.142559, -0.143461], [2.201478, -0.033357, -1.759301], [1.677655, 1.878075, -3.090512], [1.685009, 4.311022, -3.402027], [2.077968, 5.820351, -1.468120], [2.546404, 4.846039, 0.761942], [2.613141, 2.411473, 1.054574], [-1.596643, -1.629541, 6.717119], [-2.512737, -0.629070, 5.984924], [-2.092039, -0.416147, 4.521740], [-0.556663, -0.378879, 4.419476], [0.037708, -1.762151, 4.810866], [-0.914199, -2.557316, 5.717173], [0.052783, 0.227066, 2.788178], [-0.089183, 2.074332, 2.780788], [-1.489685, 2.569441, 2.357383], [-1.548288, 4.086129, 2.522682], [-1.506220, 4.452669, 4.022600], [-0.778465, 3.384272, 4.855570], [0.389325, 2.782214, 4.076390], [1.868126, -0.090571, 2.680724], [2.708904, 0.217634, 3.933854], [4.021049, -0.585850, 3.935827], [4.539323, -0.783551, 2.513654], [3.606211, -1.723403, 1.734734], [2.133180, -1.515842, 2.140402], [-2.171962, -2.203303, 7.441805], [-0.828154, -1.096231, 7.285018], [-2.506118, 0.330707, 6.506681], [-3.543591, -0.982910, 5.995895], [-2.545267, 0.498879, 4.161603], [-2.470624, -1.226167, 3.893829], [-0.185019, 0.386850, 5.105671], [0.979943, -1.611591, 5.340351], [0.262579, -2.362143, 3.930636], [-0.341450, -3.328873, 6.232480], [-1.668788, -3.074792, 5.115886], [0.593945, 2.361710, 1.973451], [-2.267660, 2.129697, 2.973060], [-1.714988, 2.273712, 1.333803], [-2.453297, 4.482187, 2.060493], [-0.699510, 4.537143, 1.994473], [-2.521912, 4.572328, 4.400674], [-1.010901, 5.416463, 4.149829], [-1.473569, 2.589784, 5.152076], [-0.405867, 3.822630, 5.781285], [0.959098, 2.107248, 4.712934], [1.077508, 3.586749, 3.798037], [2.194321, 0.601478, 1.896108], [2.146692, 0.009272, 4.845607], [2.939232, 1.283476, 3.943895], [3.864661, -1.565797, 4.400192], [4.755910, -0.065071, 4.548943], [5.544241, -1.202019, 2.526301], [4.615702, 0.190364, 2.013330], [3.878184, -2.758934, 1.943279], [3.741018, -1.585513, 0.661800], [1.856309, -2.246053, 2.898955], [1.479294, -1.753257, 1.277434]],
  "forces_ev_per_a": [[-0.2466, -0.4449, -0.0884], [0.1065, -0.1743, -0.1299], [0.2325, 0.2615, 0.0375], [-0.1273, 0.0133, -0.1973], [-0.2363, -0.2674, -0.0049], [0.5196, 0.6315, 0.1208], [-0.0575, 0.0476, 0.1202], [-0.1550, -0.0564, 0.1290], [-0.2027, -0.0630, -0.2087], [0.2190, -0.1714, -0.1555], [0.0680, 0.3385, 0.2374], [-0.2517, -0.1911, 0.0898], [0.0175, -0.3365, -0.3035], [0.1576, 0.0306, 0.2421], [-0.0218, 0.1104, -0.0812], [-0.0485, 0.0499, -0.0403], [-0.1087, 0.1443, -0.1267], [-0.0486, -0.2870, 0.0860], [-0.1805, 0.1341, -0.1505], [-0.0370, -0.0281, 0.0645], [0.0081, 0.0836, 0.0063], [0.0676, -0.0043, 0.0274], [-0.0928, 0.0002, 0.0739], [0.0217, 0.0417, -0.0420], [0.1391, 0.0122, 0.0712], [-0.0489, 0.0280, 0.0821], [0.1586, -0.0712, 0.0027], [0.0125, 0.1010, -0.1550], [0.1593, -0.0403, 0.0072], [-0.0053, 0.0189, 0.0209], [-0.0192, 0.1307, -0.0632], [0.1074, -0.1257, 0.0272], [-0.0064, 0.0637, -0.0260], [-0.0774, -0.0088, 0.1505], [-0.0819, -0.0806, -0.0158], [-0.0074, 0.0393, 0.1965], [0.0374, 0.0818, -0.0692], [0.0913, 0.1236, -0.0009], [0.0206, -0.0624, 0.0253], [-0.0413, 0.0353, 0.0045], [-0.0267, 0.1607, -0.0637], [-0.0870, -0.0103, 0.0813], [0.0546, -0.0256, -0.0068], [0.0413, 0.0517, 0.0095], [0.0593, -0.0483, 0.0496], [-0.0396, -0.0667, -0.0052], [0.0782, -0.0428, -0.0167], [-0.2624, 0.1257, -0.0308], [0.0650, -0.2636, 0.0508], [-0.0298, -0.0321, -0.1279], [-0.0214, 0.0767, -0.0007], [0.0246, -0.0091, 0.0560], [-0.0134, 0.0476, -0.0176], [-0.0406, 0.0705, 0.0804], [0.0791, -0.1072, 0.1156], [-0.0020, -0.0852, -0.0591], [0.0044, 0.0184, 0.0200], [0.0122, -0.0265, 0.0671], [-0.0097, -0.0910, 0.0045], [-0.0123, -0.0679, -0.0856], [0.0086, 0.0054, -0.0073], [-0.0088, 0.0205, -0.1074], [0.1021, -0.0336, 0.0054], [0.1363, -0.1177, 0.1249], [-0.2554, -0.4124, -0.2352], [-0.1094, 0.0182, 0.1351], [-0.0056, 0.0711, 0.0267], [0.1656, 0.5321, -0.0971], [-0.1628, -0.0714, 0.0738], [0.1659, 0.0830, 0.1165], [0.0209, -0.0082, 0.1128], [0.0380, -0.0582, -0.0530], [-0.0231, 0.0180, -0.0794], [-0.0124, 0.0923, -0.0096], [-0.0619, -0.2833, -0.0832], [0.1649, -0.0768, 0.0549], [-0.0146, -0.0121, -0.0291], [-0.0606, 0.0090, 0.0277], [0.0038, 0.0681, 0.0917], [0.2157, 0.2285, 0.0976], [0.0118, 0.0095, 0.0198], [-0.0172, -0.0060, -0.0039], [-0.0182, -0.0131, -0.0112], [-0.0246, 0.0000, 0.0074], [-0.0699, 0.2228, -0.1470], [0.0303, 0.0328, 0.0276], [0.0047, 0.0013, 0.0669], [0.0047, -0.0077, -0.0338], [-0.0430, 0.0042, 0.0697], [-0.0206, -0.0142, -0.0186], [0.0380, 0.0299, 0.0164], [0.0512, 0.0391, -0.0659], [-0.1344, -0.1408, 0.1231], [0.0015, -0.0332, -0.0276], [0.0241, 0.0189, 0.0024], [-0.0309, -0.0211, 0.0106], [-0.0024, 0.0166, 0.0012], [-0.0161, -0.0126, -0.0088], [0.0388, 0.0354, -0.0324], [-0.0259, -0.0143, 0.0134], [0.0342, 0.0119, 0.0109], [-0.0130, -0.0386, 0.0124], [0.0333, 0.0613, -0.0230], [0.0362, 0.0439, -0.0458], [0.0001, 0.0346, -0.0066], [0.0007, 0.0520, -0.0198], [-0.0046, -0.0272, 0.0128], [0.0220, 0.0239, -0.0218], [-0.0064, -0.0556, 0.0229], [-0.0130, -0.0070, -0.0008], [0.0065, 0.0030, -0.0382], [-0.0237, 0.0057, -0.0910], [-0.0968, -0.1112, -0.0721]],
  "mulliken_charge": [-3.540, -1.039, 0.703, -0.981, -1.007, 2.429, -0.488, -1.276, -1.219, -0.891, -0.365, -0.738, -1.156, -0.454, -0.660, -0.888, -1.432, -0.354, 2.332, 0.541, 0.510, -0.086, 0.498, 0.011, 0.329, 0.438, 0.260, 0.337, 0.419, 0.295, 0.700, 0.292, 0.449, 0.329, 0.166, 0.295, 0.518, 0.509, 0.475, -0.087, 0.421, 0.375, 0.461, 0.569, 0.491, 0.626, 0.662, -1.236, 0.382, -0.393, -0.851, -0.662, -0.633, 0.108, 0.694, 1.028, 0.472, 0.474, 0.450, 0.502, 0.339, -0.845, -0.899, -0.402, 0.494, -0.553, -0.886, 0.509, 2.165, -0.390, -1.064, -1.018, -0.563, -0.750, 1.508, -1.125, -0.943, -0.759, -1.184, 0.916, 0.495, 0.314, 0.255, 0.516, -0.012, 0.062, 1.112, 0.494, -0.414, 0.586, 0.228, -1.062, 0.344, -0.120, 0.512, 0.252, 0.358, 0.373, -0.078, 0.594, 0.432, 0.415, -0.554, 0.288, 0.377, 0.354, 0.522, 0.589, 0.215, 0.556, 0.302, 0.814, -1.786],
  "energy_ha": -2838.132798,
  "homo_lumo_gap_ha": 0.2679,
  "mol_weight_da": 757.44,
  "e_homo_ev": -13.82,
  "relative_energy_kj_mol": 7.57,
  "fmax_ev_per_a": 0.8,
  "charge": 2
}

***

# 2
{
  "formula": "C24H30F3MnO8S",
  "method": "ωB97M-V/def2-TZVPD",
  "symbols": ["C", "C", "C", "C", "H", "H", "C", "H", "H", "C", "H", "H", "C", "C", "C", "O", "O", "O", "O", "C", "H", "H", "H", "C", "H", "H", "H", "O", "H", "H", "C", "C", "H", "H", "H", "H", "H", "H", "Mn", "C", "C", "C", "H", "C", "C", "H", "H", "H", "H", "C", "C", "C", "H", "C", "C", "H", "H", "H", "H", "F", "C", "F", "F", "S", "O", "O", "O"],
  "xyz": [[0.919269, 3.723965, -0.324536], [-0.038495, 3.199826, 0.778827], [1.956584, 2.604769, -0.603034], [1.980831, 1.697088, 0.635989], [2.928376, 3.044417, -0.846819], [1.626249, 2.039258, -1.485753], [0.554218, 1.852296, 1.203484], [-1.035417, 3.098255, 0.328149], [-0.116699, 3.887994, 1.631442], [-0.180776, 0.747323, 0.473040], [0.512506, 1.661302, 2.288555], [2.749163, 2.049804, 1.329910], [2.089638, 0.167782, 0.350898], [0.227275, 4.065446, -1.633526], [1.570383, 5.092241, -0.098292], [2.768831, 5.245022, -0.230881], [-0.904112, 3.760906, -1.982543], [1.003733, 4.889953, -2.361097], [0.795120, 6.150423, 0.214623], [-0.650781, 6.238123, 0.265570], [-1.124488, 5.356587, 0.710921], [-1.048084, 6.424577, -0.738715], [-0.827525, 7.110025, 0.899822], [0.444887, 5.258460, -3.622824], [0.254876, 4.365968, -4.236641], [1.200940, 5.898272, -4.081610], [-0.498537, 5.804340, -3.475130], [0.769111, -0.266618, 0.158457], [-0.650279, 1.041887, -0.459764], [-0.993427, 0.364154, 1.086678], [2.644727, -0.644261, 1.539001], [2.832434, -0.146051, -0.956798], [3.668144, 0.556188, -1.079345], [2.182658, -0.019225, -1.830675], [3.193953, -1.176170, -0.941607], [2.480758, -1.721728, 1.390846], [2.139718, -0.404146, 2.479431], [3.706493, -0.473489, 1.655505], [-1.802790, -3.258764, 0.214661], [-1.638442, -3.766549, 2.363952], [-0.940141, -2.548970, 2.678177], [-1.760328, -1.452470, 2.373330], [0.025095, -2.489502, 3.169981], [-2.938760, -1.939098, 1.722684], [-2.979910, -3.386500, 1.899491], [-3.857240, -4.036603, 1.881739], [-1.357903, -4.755782, 2.711837], [-1.549592, -0.417971, 2.658541], [-3.775368, -1.313341, 1.412519], [-1.276666, -3.627829, -1.869625], [-2.643439, -3.995509, -1.639283], [-3.342500, -2.817539, -1.190977], [-3.077147, -4.968751, -1.870044], [-2.410863, -1.718415, -1.205664], [-1.131798, -2.227792, -1.597696], [-0.228962, -1.641416, -1.751628], [-0.519803, -4.279839, -2.285321], [-4.409859, -2.767998, -0.998622], [-2.629467, -0.669266, -1.040144], [0.820793, -7.431520, 0.660123], [0.250110, -6.298748, 0.218451], [0.198750, -6.328832, -1.143431], [-1.047398, -6.261743, 0.678549], [1.137400, -4.777100, 0.811606], [1.127492, -4.904760, 2.254888], [2.405270, -4.765531, 0.137771], [0.221209, -3.696827, 0.312578]],
  "forces_ev_per_a": [[-0.2346, 0.5688, -0.5102], [0.4015, 0.3408, 0.1146], [0.1041, -0.0234, -0.3004], [-0.2927, 0.1726, 0.1445], [-0.2266, -0.0913, 0.0829], [0.0139, 0.0854, 0.2474], [-0.0909, -0.2526, -0.0680], [0.1667, -0.1016, 0.3119], [0.1770, -0.0943, -0.2634], [-0.0287, -0.8386, -0.0536], [0.0016, 0.2136, -0.3613], [-0.0199, -0.1340, -0.0079], [0.3209, -0.0023, 0.0503], [-2.0082, -0.1761, -0.5197], [1.7234, -0.2972, 0.7387], [-1.3906, 0.3028, 0.5555], [1.4665, 0.0728, 0.4489], [-0.3505, -0.6045, -0.4373], [-0.0104, 0.2526, 0.2048], [0.4792, -0.2164, -0.0007], [0.1548, 0.2841, -0.2437], [0.0878, -0.1142, 0.1807], [-0.0805, -0.1755, -0.1512], [-0.0724, 0.1387, -0.2589], [0.0539, 0.3230, 0.2013], [-0.2068, -0.1045, -0.0109], [0.3050, -0.1837, -0.1008], [-1.3544, -0.0596, 0.1931], [0.0219, 0.5869, -0.3707], [0.1984, -0.3031, -0.1383], [-0.1344, 0.0161, -0.1803], [0.4371, 0.2672, 0.1778], [0.1065, -0.3574, 0.0045], [-0.0005, -0.0692, 0.3086], [0.0155, 0.0960, -0.0820], [0.0031, 0.3504, -0.2609], [-0.0169, 0.2360, -0.1289], [0.3975, 0.0723, 0.1115], [1.4722, 0.6932, 0.1802], [-1.6602, 1.2397, 1.4100], [-0.7750, -0.6106, 0.3324], [-0.3076, -0.4988, -0.3579], [-0.0550, -0.1254, -0.3279], [-0.2656, -0.2963, 1.8600], [0.9895, 0.2157, 0.4825], [0.3346, 0.2658, -0.2649], [0.0500, 0.2686, -0.3684], [-0.0464, -0.4357, -0.3853], [0.2044, -0.2658, 0.0323], [-1.5546, 0.0611, -0.7316], [0.3709, 0.5946, -1.1085], [0.4381, -0.2195, -0.7059], [0.1182, 0.3163, 0.3793], [0.1638, -0.3855, -1.1869], [-0.9964, 0.1611, -0.2358], [-0.2355, -0.2523, 0.3909], [-0.0232, 0.0920, 0.4231], [0.2861, 0.0159, 0.1565], [-0.0215, -0.2893, 0.2838], [-0.3212, 0.3852, -0.3340], [-0.7436, 0.3098, -0.0948], [0.0496, -0.2871, 1.0461], [1.2529, -0.4029, -0.5782], [-1.4614, 1.7103, 0.2611], [0.3035, -0.3296, -0.7052], [0.1228, -0.3064, -0.0234], [2.1931, -1.8046, 0.5424]],
  "mulliken_spin": [0.000, 0.000, 0.001, 0.001, 0.000, 0.000, 0.002, 0.000, 0.000, 0.019, 0.000, 0.000, 0.000, 0.000, 0.000, 0.000, 0.000, 0.000, 0.000, 0.000, 0.000, 0.000, 0.000, 0.000, 0.000, 0.000, 0.000, -0.013, 0.000, -0.010, -0.002, 0.000, 0.000, 0.000, 0.000, 0.000, 0.000, 0.000, 2.894, 0.114, 0.037, 0.093, 0.005, -0.069, -0.074, 0.000, 0.007, -0.024, -0.005, 0.042, 0.093, -0.151, 0.007, 0.143, -0.143, 0.003, 0.006, -0.008, 0.004, 0.001, 0.011, 0.002, 0.008, -0.002, 0.005, 0.001, 0.003],
  "energy_ha": -3383.216089,
  "homo_lumo_gap_ha": [0.1966, 0.2090],
  "mol_weight_da": 590.50,
  "e_homo_ev": [-3.19, -3.53],
  "fmax_ev_per_a": 2.9,
  "charge": -1,
  "spin_multiplicity": 4
}

***

Number 1 is which compound?
C39H68NPSi3Zr